Entry from OMol25: a structure of composition C28H47BrFeN5O2 (ωB97M-V with the def2-TZVPD basis set).

Structure (ORCA input):
```
! RIJCOSX wB97M-V def2-TZVPD def2/J DEFGRID3
* xyz 1 5
Fe -0.179 -0.013 0.721
C -0.841 2.293 0.346
C -1.759 1.578 1.187
C -1.043 1.276 2.402
C 0.260 1.839 2.249
C 0.364 2.513 1.022
C 1.386 3.579 0.653
C 1.414 3.807 -0.865
C 2.802 3.285 1.163
C 0.922 4.887 1.324
C -1.454 0.575 3.714
C -1.671 -0.935 3.520
C -0.330 0.715 4.752
C -2.695 1.227 4.336
C -3.243 1.491 0.772
C -3.948 0.173 1.117
C -3.996 2.660 1.428
C -3.381 1.694 -0.749
H -1.099 2.730 -0.609
H 1.020 1.839 3.019
H 1.485 2.848 -1.396
H 2.265 4.443 -1.132
H 0.509 4.311 -1.210
H 3.303 2.503 0.587
H 2.796 2.982 2.213
H 3.416 4.187 1.087
H -0.110 5.113 1.049
H 1.558 5.727 1.025
H 0.968 4.792 2.412
H -0.752 -1.399 3.149
H -2.482 -1.151 2.825
H -1.912 -1.413 4.474
H 0.578 0.191 4.440
H -0.659 0.271 5.693
H -0.086 1.762 4.944
H -3.594 1.107 3.739
H -2.527 2.298 4.479
H -2.890 0.783 5.315
H -4.050 0.007 2.186
H -3.417 -0.679 0.694
H -4.955 0.181 0.694
H -4.008 2.576 2.515
H -5.033 2.691 1.077
H -3.518 3.608 1.170
H -2.701 1.052 -1.301
H -3.181 2.728 -1.040
H -4.402 1.462 -1.061
N 1.956 0.276 -0.156
C 2.541 -1.050 -0.413
C 4.061 -1.158 -0.225
C 4.949 -0.165 -0.972
C 5.065 -0.402 -2.474
N 3.794 -0.286 -3.215
C 3.131 0.846 -3.383
N 3.705 2.008 -3.073
N 1.880 0.837 -3.851
C 1.871 -2.050 0.540
O 2.223 -3.214 0.490
O 0.975 -1.536 1.316
H 2.285 0.993 -0.791
H 2.226 0.577 0.777
H 2.245 -1.370 -1.416
H 4.351 -2.179 -0.483
H 4.262 -1.050 0.845
H 5.964 -0.257 -0.579
H 4.637 0.864 -0.768
H 5.426 -1.411 -2.663
H 5.792 0.275 -2.925
H 3.306 -1.142 -3.427
H 4.680 2.051 -2.835
H 3.214 2.877 -3.196
H 1.382 -0.027 -3.979
H 1.371 1.693 -3.991
Br -4.229 -1.974 -3.256
C -3.152 -2.287 -1.748
C -3.456 -3.290 -0.845
C -2.603 -3.479 0.228
C -1.511 -2.644 0.381
N -1.247 -1.643 -0.476
C -2.044 -1.494 -1.539
H -4.333 -3.909 -0.984
H -2.780 -4.269 0.944
H -0.806 -2.773 1.192
H -1.780 -0.729 -2.256
*
```

The value obtained for the total energy is -5356.97401 a.u. As for the orbital gap (alpha / beta): 0.2484 / 0.2692 Ha. Its expectation value of S² is 6.0148. The LUMO energy (alpha / beta) comes out at -0.10651 / -0.10644 Eh.